C33H39MnN2S3SeSi | ωB97M-V/def2-TZVPD

The geometry in XYZ format:
```
80
Properties=species:S:1:pos:R:3:lowdin_spin:R:1
Mn 0.43802 -0.08015 -0.60989 4.682
C 2.69779 0.27995 5.72111 0.000
Si 3.69650 0.19253 4.12950 0.001
C 4.08589 -1.59620 3.77159 0.002
C 5.32751 1.09186 4.40800 0.000
C 2.75283 1.16801 2.82679 0.002
C 2.61071 2.53114 3.06649 0.003
C 1.91670 3.36632 2.19504 0.002
C 1.36638 2.78438 1.07050 0.006
N 1.47726 1.48797 0.80901 0.039
C 2.14498 0.66297 1.65048 0.013
S 2.11433 -0.99892 1.14757 0.037
H 3.23697 -0.17976 6.55303 0.000
H 1.74872 -0.24812 5.60215 0.000
H 2.47113 1.31309 5.99369 0.000
H 4.72086 -1.98601 4.57342 0.000
H 4.60805 -1.70866 2.82156 0.001
H 3.17936 -2.19722 3.71071 0.001
H 5.89745 0.61753 5.21066 0.000
H 5.17985 2.13974 4.67612 0.000
H 5.93521 1.06411 3.50097 0.000
H 3.04864 2.96285 3.96235 0.000
H 1.80277 4.42408 2.38742 0.000
H 0.80717 3.36320 0.34146 0.000
C -1.76095 -1.33195 5.97439 0.000
C -1.74259 -2.09414 4.64248 0.000
C -0.29769 -2.49257 4.33403 0.000
C -2.58246 -3.37219 4.77210 0.000
C -2.32795 -1.20857 3.54383 0.000
C -3.63536 -0.70285 3.67467 0.000
C -4.21169 0.12213 2.72878 0.000
C -3.46077 0.46023 1.60694 0.001
S -3.82728 1.49240 0.25683 0.005
C -2.23733 1.17302 -0.41422 0.012
N -1.53484 0.35448 0.30287 0.036
C -2.17650 -0.05042 1.45393 0.005
C -1.60488 -0.88169 2.41268 0.001
C -1.71193 1.78533 -1.65274 0.009
C -2.51930 2.65744 -2.38276 0.000
C -2.01775 3.25722 -3.52512 0.005
C -0.71414 2.96369 -3.91564 0.001
C 0.06459 2.08617 -3.17848 0.012
C -0.38395 1.44871 -2.01043 0.028
H -1.31752 -1.94733 6.76101 0.000
H -2.77581 -1.07485 6.28178 0.000
H -1.18520 -0.40737 5.89763 0.000
H 0.09550 -3.09362 5.15721 0.000
H 0.34568 -1.61825 4.21460 0.000
H -0.23207 -3.08337 3.41925 0.000
H -2.18049 -4.00333 5.56887 0.000
H -2.56474 -3.93818 3.83927 0.000
H -3.62169 -3.14349 5.01637 0.000
H -4.21793 -0.96288 4.55004 0.000
H -5.21652 0.50000 2.86577 0.000
H -0.59714 -1.23702 2.23632 0.001
H -3.53669 2.86813 -2.06709 0.000
H -2.62703 3.93817 -4.10583 0.000
H -0.30812 3.42584 -4.80974 0.000
H 1.06540 1.87322 -3.54536 0.002
Se -0.22022 -2.19275 -1.95894 0.055
C 0.74367 -1.77819 -3.55257 0.012
C 0.16805 -1.95830 -4.81154 0.004
C 0.86608 -1.64649 -5.96887 0.001
C 2.15661 -1.13868 -5.89974 0.003
C 2.74063 -0.95313 -4.65324 0.001
C 2.04614 -1.27214 -3.49619 0.009
H -0.84480 -2.33665 -4.87271 0.001
H 0.39290 -1.79281 -6.93340 0.000
H 2.69862 -0.88967 -6.80386 0.000
H 3.74748 -0.55810 -4.57850 0.000
H 2.51723 -1.13728 -2.52829 0.004
C -1.40218 -5.29020 -0.22935 0.001
S -1.82272 -4.04452 1.00469 0.001
C -3.20515 -3.25377 0.15822 0.000
H -2.20590 -6.01906 -0.33813 0.000
H -0.50247 -5.79488 0.11891 0.000
H -1.18106 -4.80326 -1.17820 0.001
H -2.87305 -2.84919 -0.79823 0.000
H -3.55025 -2.43807 0.79357 0.000
H -4.02377 -3.95891 0.00979 0.000
```

LUMO level (spin up / spin down)	2.388 / 2.386	eV
charge	-1
energy	-6427.09123	a.u.
⟨S²⟩	8.76
HOMO-LUMO gap (spin up / spin down)	0.222 / 0.241	hartree
spin multiplicity	6